12 unconnected molecules or ions with the total composition C49H108O40P4, computed with ωB97M-V/def2-TZVPD.

Summary:
Net charge   0
Structure (SMILES)   CCOP(=O)(OCC)OCC.CCOP(=O)(OCC)OCC.CCOP(=O)(OCC)OCC.CCOP(=O)(OCC)OCC.C[C@H]1COC(=O)O1.COC(=O)OC.COC(=O)OC.COC(=O)OC.COC(=O)OC.COC(=O)OC.COC(=O)OC.COC(=O)OC
E   -171620.412 eV
HOMO   -10.3 eV
Lowest unoccupied orbital energy   0.0073 Ha
HOMO-LUMO gap   10.46 eV

Cartesian coordinates (Å):
H  6.3880  -5.9597  -9.0024
H  -8.2853  6.7590  3.1669
H  8.0245  -0.6003  -12.8669
O  -7.1796  8.6099  4.3197
C  0.4997  0.7005  -8.4873
H  -7.8327  3.7863  8.9872
H  -0.7135  -10.0443  -1.1730
O  5.7454  -7.9675  1.8317
H  1.4280  -6.2192  -7.1337
H  2.2768  -5.2504  8.4386
H  -5.4535  7.3462  4.0135
H  9.3151  -1.6967  -12.4377
H  -1.6674  0.3008  0.5095
H  3.4652  0.5931  2.9929
H  0.4553  -9.7203  -2.2242
H  7.1117  -6.3482  -1.5827
O  -7.9223  10.3719  5.9769
H  -1.8053  -0.4530  3.1362
C  2.5533  -3.1264  8.6787
C  -6.2069  2.6562  -3.5636
H  -9.6216  -2.1411  2.7237
H  9.3727  6.6160  -2.6939
O  -5.5863  9.3459  6.2581
O  -2.4502  -12.2477  -3.9082
C  -6.5019  7.3713  4.3109
O  -1.9060  1.5468  -11.1062
C  -5.9606  -4.4164  0.6901
H  -2.9908  0.5621  1.4736
H  -6.0420  -1.7186  7.6723
H  1.3429  1.1714  -8.9926
H  5.9536  -7.6256  -1.9391
H  8.3878  4.2706  2.2444
H  13.1486  0.8005  -7.7981
H  0.8504  -7.8108  -7.5652
C  -7.2801  11.3930  3.3273
C  -8.4689  2.9910  8.5986
C  9.7191  4.7078  -0.7625
H  -2.5274  0.3688  -12.7594
C  10.1186  6.8030  -1.9214
H  1.7288  -2.8166  8.0366
O  6.7383  -7.6884  0.0253
H  -9.4807  12.2428  6.1605
H  2.4890  0.7450  1.6306
H  -8.0061  3.0587  6.5147
H  -6.9840  5.7306  2.6933
H  8.0505  0.6062  -10.7315
O  9.6438  6.0602  -0.7856
C  -8.8713  -1.3516  2.7668
H  -4.3602  -11.8368  -4.3783
C  11.5208  -0.1695  -9.0248
O  -5.2112  2.3363  -4.2737
C  -7.2005  6.7327  3.0634
H  -7.5093  12.4570  3.3857
C  2.0871  -4.4892  9.1954
C  4.8081  -7.5777  2.9549
H  -1.5607  1.3205  3.3972
C  -5.9505  -1.0961  8.5624
O  0.0159  -2.4277  2.7994
C  0.0029  -2.2883  -1.3050
C  -4.5616  -1.1260  9.1743
H  -3.3635  1.8751  -12.4408
O  4.7986  -6.6836  -8.1500
C  3.0708  -0.0027  2.1697
O  -6.1812  3.4713  -2.6510
H  9.6263  0.3133  -11.1106
H  7.6108  -7.8880  -2.0606
H  -6.6564  -1.3143  9.3638
C  12.5828  -0.1216  -7.9312
C  -2.3200  -11.3533  -2.9121
O  4.5751  -7.1097  0.0832
C  -4.7300  3.4611  9.4425
P  -6.4838  1.4650  9.1921
C  -3.6900  -12.6948  -4.3273
C  -7.4347  -2.7592  1.4837
H  -5.2676  -4.1489  -0.1076
H  -6.5916  6.7972  5.2330
H  -9.3931  2.9431  9.1744
C  4.6544  -2.4929  8.3689
H  -3.7910  -0.9000  8.4374
C  8.6931  -0.2362  -10.9873
C  4.2649  -0.6575  1.4060
C  8.4196  -1.2084  -12.0531
H  -4.0692  -13.4557  -3.6451
H  -4.5298  -2.0846  9.6923
O  4.1612  -1.6577  9.3790
H  0.4008  -2.9371  -2.0854
H  2.7261  -2.5807  10.7261
O  -3.1818  -11.0107  -2.1308
H  7.7217  -1.9690  -11.7031
O  10.2359  4.0305  -1.6295
H  -3.4912  -13.1733  -5.2862
H  -8.1817  10.9887  7.9584
C  -3.8493  2.8996  -4.1935
C  -1.4653  0.4869  2.7015
H  -1.7601  1.8993  1.1117
C  -8.8315  3.3208  7.1767
C  9.7345  -1.4555  -4.9791
C  -0.6303  -9.8177  -2.2360
H  -5.7007  -5.3830  1.1217
C  -7.7667  11.3458  7.0159
H  9.5302  -1.2366  -3.9310
C  3.8731  -6.5317  -7.2753
H  -4.3563  -0.4125  9.9723
H  13.3636  -0.7820  -8.3085
H  3.8826  -1.1572  0.5159
C  1.0513  -2.1181  -0.2291
O  -7.5853  -1.9099  2.4744
O  5.7940  -2.5222  7.9207
H  9.9704  -2.4808  -5.2641
P  8.9718  -0.0634  -8.4317
C  6.0715  -5.9732  -7.9595
P  0.6310  -1.1945  2.2315
H  11.8220  0.3454  -9.9371
H  1.0129  -4.5579  9.3674
P  -6.6497  9.7629  5.2762
H  -0.2012  -1.3127  -1.7461
H  1.4277  -2.9468  0.3705
C  -3.3088  2.6821  9.4582
H  -9.0320  13.0941  7.5695
H  8.3412  5.8421  1.4296
H  11.1431  6.6968  -2.2782
O  -6.2961  10.9813  4.2621
C  1.6796  -7.2792  -7.0984
H  -5.1794  3.7552  10.3909
H  -8.9044  4.4081  7.1999
H  -3.0173  2.4114  8.4434
O  -8.1065  -2.6686  0.4148
H  -6.8042  11.6124  7.4525
C  -0.7849  0.8636  -10.6535
H  -9.7525  2.8980  6.7755
H  0.6629  -0.3700  -8.6118
O  -6.0718  0.2630  8.1942
O  2.1973  -1.0542  2.5977
H  -3.7006  3.7319  -4.8815
H  6.8034  -6.4178  -7.2851
O  -0.0888  0.2472  2.5505
C  5.5643  -7.5483  0.6210
H  4.7109  -1.4248  2.0389
O  -5.5558  2.6566  8.6738
C  -8.3534  1.7675  -3.0155
O  -0.6584  1.1538  -9.3180
O  -7.2449  1.9228  -3.9343
H  11.1635  -1.1969  -9.0948
H  -9.2420  -0.6454  2.0240
H  8.3041  -0.1290  -5.8088
O  -0.0682  0.1329  -11.2736
O  8.7540  -0.9818  -9.7503
H  -6.4142  10.0310  1.7570
O  -6.5447  -3.6791  1.7616
H  -5.6689  11.6351  1.8670
O  0.6856  -1.0357  0.5921
H  -8.2154  10.8687  3.5233
C  -6.6053  11.0849  1.9595
H  -7.0486  7.4396  2.2478
O  7.8876  0.8395  -8.1261
H  9.8040  5.2234  2.1356
H  2.7867  -4.6837  10.0083
H  4.9806  -8.2336  3.8082
C  6.8817  -7.4002  -1.4137
H  -6.7620  -4.6328  -0.0163
C  -8.6020  12.5622  6.7208
O  9.5523  4.2915  0.4567
H  1.8216  -7.6582  -6.0863
O  3.8103  -5.5778  -6.4634
H  2.2149  -1.2293  9.6453
H  -8.0703  1.1808  -2.1417
H  3.7739  -7.7055  2.6353
O  3.7131  -3.3699  7.9771
H  9.9457  7.8170  -1.5609
H  4.9576  -6.5445  3.2684
O  10.3994  0.6083  -8.6546
H  -4.8088  4.4000  8.8945
H  -2.5985  3.4520  9.7595
O  2.9394  -7.4561  -7.5434
C  2.8876  -2.0774  9.7729
H  -7.0646  11.4323  1.0340
H  5.0435  0.0415  1.1005
H  0.6272  0.9413  -7.4319
O  9.3234  -1.2052  -7.2714
H  -3.2604  1.7611  10.0393
H  1.9923  -1.6933  -0.5788
C  8.9242  4.9307  1.5627
H  10.6849  -0.9588  -5.1747
O  -6.3649  1.1625  10.6273
H  -8.0492  13.1574  5.9939
H  5.7439  -4.9403  -7.8417
H  -3.7660  3.3148  -3.1891
C  -1.9463  0.8646  1.3996
H  -1.7328  1.8871  -13.2230
H  12.2525  -0.5882  -7.0031
C  -2.3774  1.4125  -12.4833
H  -8.6272  2.7892  -2.7522
H  -0.9843  -2.5993  -0.9634
C  8.6491  -1.1427  -6.0127
O  -1.0602  -10.9704  -2.9378
H  -9.2219  1.2942  -3.4736
H  7.8218  -1.8406  -5.8841
H  -3.1356  2.0770  -4.2385
O  -7.9901  1.7327  8.6929
H  -8.9056  -0.7933  3.7024
H  -1.1029  -8.8803  -2.5293